1.
{
  "formula": "C28H48As2N2O2PS3W",
  "method": "ωB97M-V/def2-TZVPD",
  "spin_multiplicity": 2,
  "de_lowest_kcal_mol": 4.2,
  "total_charge": 4,
  "orbital_gap_ev": [7.4, 6.1],
  "species": ["C", "C", "C", "H", "N", "H", "H", "H", "C", "C", "As", "C", "S", "H", "H", "H", "C", "H", "H", "C", "C", "S", "H", "C", "C", "H", "O", "H", "H", "As", "H", "H", "P", "H", "H", "H", "H", "C", "H", "C", "C", "C", "C", "H", "H", "O", "C", "N", "H", "C", "H", "C", "H", "H", "H", "H", "H", "C", "H", "H", "C", "W", "H", "H", "C", "H", "H", "H", "H", "C", "C", "H", "C", "H", "H", "H", "C", "C", "H", "H", "H", "H", "H", "H", "H", "C", "S"],
  "positions_angstrom": [[2.0984, 1.6262, -1.3398], [-4.7625, 3.4667, -0.4586], [-2.8608, 0.2386, 5.4646], [3.6082, -4.7803, -0.3415], [1.3686, -4.1847, -1.8573], [0.8987, 2.4615, -3.9914], [-2.3826, -1.0560, -2.7991], [4.3097, 0.8424, -3.8311], [-3.3084, 1.1382, -0.1759], [2.6146, -0.8931, -0.3039], [-1.0985, 1.9127, -1.8278], [-2.8079, 2.1692, -0.9580], [-0.3566, 1.9716, 1.1635], [2.9663, 2.2246, 5.5681], [1.3900, -0.0372, -4.1485], [-4.9282, 0.4483, 1.0716], [2.3270, -0.7243, -1.6664], [1.3595, -6.2828, -1.7915], [3.1995, -0.9210, 2.3275], [3.5269, 0.1922, -4.2248], [0.8697, -3.5116, -0.8429], [-0.2223, -2.1577, -1.2406], [3.7532, -0.8349, -3.9374], [2.7762, -5.4881, -0.3468], [-0.4111, 3.7259, -1.8567], [-1.8657, 0.0885, 5.8812], [0.1075, 1.2624, 4.0533], [2.5991, 0.6087, 4.9414], [-5.3331, 4.3787, -0.5741], [-2.3448, -0.5013, -0.2884], [-2.5038, 1.0296, -3.7055], [-3.1455, -2.3285, -1.8289], [-0.5627, 0.7414, 2.7762], [0.7666, 3.0755, 4.7522], [1.1211, -3.8865, -2.7907], [1.6354, 1.2999, 6.2556], [1.8941, 2.0492, -5.3688], [2.4419, 1.4706, 0.0172], [-2.4403, -2.6893, 0.8892], [3.3423, 0.0786, 1.9233], [-4.5275, 1.2576, 0.4734], [-2.9797, -1.7550, 1.0264], [-1.4964, 1.4379, -3.6721], [0.4860, 3.8300, -2.4571], [2.9327, 0.8142, 2.6122], [-2.0228, 0.4427, 3.1598], [2.7782, 0.2172, 0.5540], [1.0622, -3.9042, 0.3997], [1.9205, 2.6241, -1.7110], [-2.8247, 1.1224, 4.2541], [-0.2404, 4.0736, -0.8391], [-3.0298, -1.2539, -1.9490], [-4.0356, -1.9136, 0.7997], [-2.8548, -1.3783, 2.0343], [2.3028, -1.5952, -2.3059], [3.1958, -6.4762, -0.1654], [-2.3625, 2.0893, 4.4385], [-3.5373, 3.3412, -1.1086], [2.6479, 2.7633, -3.9587], [2.4794, 2.3454, 0.6525], [2.1302, 0.5390, -2.2439], [0.3733, 0.1174, -0.3414], [-0.7872, 0.7142, -4.0657], [2.7894, -1.8883, 0.0842], [1.8702, 2.0668, -4.2804], [1.0463, -5.9475, 0.8783], [-6.2042, 2.5474, 0.8342], [0.5569, -3.4230, 1.1293], [3.5658, 0.2443, -5.3118], [2.1336, 0.6635, -3.7523], [-5.2516, 2.4384, 0.3328], [-1.4606, 2.3483, -4.2700], [1.7832, -5.1531, 0.7514], [-1.1879, 4.3395, -2.3111], [-4.0055, -0.7959, -2.1126], [-3.1884, 4.1645, -1.7169], [1.2380, 2.1849, 4.3444], [2.0850, -5.4733, -1.6979], [4.4200, 0.2623, 1.8516], [-3.3161, -0.7253, 5.2435], [-3.4707, 0.7311, 6.2240], [-3.7951, 1.2607, 3.7869], [2.2751, -4.9905, 1.7079], [2.7944, -5.5549, -2.5181], [1.7064, 2.4402, 3.3930], [2.1612, 1.5282, 5.3301], [0.2045, -0.9451, 1.9038]]
}

2.
{
  "formula": "C28H48BaN7S",
  "method": "ωB97M-V/def2-TZVPD",
  "total_charge": 1,
  "orbital_gap_ev": 7.3,
  "species": ["H", "H", "C", "H", "H", "H", "C", "H", "H", "C", "H", "S", "H", "C", "C", "H", "H", "N", "C", "H", "H", "C", "C", "C", "N", "H", "C", "H", "H", "H", "H", "C", "C", "C", "N", "Ba", "H", "H", "H", "C", "H", "C", "C", "H", "H", "H", "H", "H", "N", "C", "H", "C", "C", "H", "H", "H", "H", "H", "C", "H", "C", "H", "H", "H", "C", "N", "H", "C", "C", "H", "H", "H", "C", "C", "H", "H", "H", "N", "H", "N", "H", "H", "C", "C", "H"],
  "positions_angstrom": [[-3.6101, -3.8918, -2.4081], [-1.5982, 0.3153, -3.6741], [-0.6934, 2.8168, -2.9296], [-0.7448, -1.7550, -2.9660], [0.1443, -0.5839, 6.0101], [-4.9476, 0.1631, -2.2140], [-1.1761, -3.5350, 3.9084], [1.3178, 2.4680, 2.2726], [-1.5722, -4.3674, 3.3402], [-3.3816, 0.9736, -0.9721], [-1.4896, 4.0184, 1.9056], [-2.6610, -1.9158, 2.2201], [-1.4087, -0.1759, 4.1309], [-0.7794, 4.3590, -0.3939], [-1.4355, -2.4396, -2.4643], [-0.3348, 1.9537, -3.4901], [1.1067, -3.0363, -2.1704], [2.1073, -2.1956, 1.3859], [-3.2764, 1.5740, 0.2926], [0.8381, -2.8969, 6.5651], [-5.1088, 1.7875, 1.3991], [-4.4864, -0.0216, -1.2449], [-2.5658, 0.7087, -3.3591], [-1.5927, 2.4028, -1.7902], [1.1509, 1.4285, -0.1744], [3.0264, -0.0690, 3.8770], [-0.3175, -3.7648, 4.9688], [0.5453, 2.2387, -0.0866], [-3.7394, 1.3102, 2.3905], [-3.2075, 3.7440, 2.1417], [-0.8441, -5.0271, -4.4473], [-2.2691, 3.2642, 1.8560], [-2.7048, -4.4252, -2.7044], [2.3039, -0.5611, 3.2140], [-1.8013, -3.4945, -3.3920], [-0.4287, -0.8661, 0.6869], [-5.2746, 0.0429, -0.5022], [-1.2162, 3.4517, -3.6500], [-1.4031, 5.1308, 0.0565], [-1.7247, -3.9296, -0.6111], [3.7659, -2.0359, 2.7330], [3.0516, -1.4025, 2.1995], [-1.5743, 3.0813, -0.5660], [-2.8589, 1.4353, -4.1205], [-4.1420, -1.0603, -1.2461], [3.6374, -0.7791, 1.5256], [-0.0466, -4.7822, 5.2219], [0.0935, 4.2601, 0.2614], [1.3869, 0.4145, 2.6046], [-4.2013, 1.1761, 1.4163], [2.9193, 2.5112, 0.3722], [-0.5824, -4.2240, -3.7582], [-2.4974, 1.3486, -1.9939], [-2.6207, -3.3978, -0.2925], [-2.9808, -5.2232, -3.3941], [-1.1184, -6.5111, -2.6064], [0.9018, -4.1358, -0.7848], [-4.4951, 0.1326, 1.3698], [-0.8604, -5.7035, -1.9209], [-2.3287, -1.8838, -2.1712], [2.0214, 1.6463, 2.1089], [1.3934, 1.3877, -1.1600], [-0.4284, 4.7563, -1.3405], [3.0270, 0.7616, 0.4125], [-0.2013, -1.4158, 5.4070], [0.0855, -4.8004, -2.5863], [-0.3840, -6.1348, -1.0383], [-1.0526, -1.1828, 4.3316], [0.4143, -3.7220, -1.6722], [2.9239, 1.8889, 2.6825], [2.6179, -2.6547, 0.6380], [1.6992, -1.2252, 3.8325], [-2.3615, 2.6149, 0.4968], [0.1825, -2.7082, 5.7259], [0.1047, -3.5421, -4.2634], [-2.0613, 2.5258, 2.6344], [1.7394, -2.9500, 1.9639], [-0.7794, -2.9549, -1.2410], [0.1825, 3.3673, -2.5947], [-2.0804, -5.0064, -1.5159], [-1.2518, -4.3418, 0.2835], [0.7202, 0.6769, 3.3219], [-1.5594, -2.2319, 3.5553], [2.3677, 1.6008, 0.6299], [-3.2748, -0.1118, -3.4049]]
}

3.
{
  "formula": "C28H48BrCoN3P2S",
  "method": "ωB97M-V/def2-TZVPD",
  "spin_multiplicity": 4,
  "de_lowest_kcal_mol": 0.0,
  "total_charge": 2,
  "orbital_gap_ev": [6.2, 6.5],
  "species": ["H", "H", "C", "H", "H", "C", "C", "C", "H", "C", "C", "Br", "H", "H", "H", "C", "H", "C", "H", "N", "H", "C", "H", "H", "H", "H", "H", "C", "H", "N", "C", "P", "C", "C", "H", "H", "C", "H", "H", "H", "H", "C", "H", "H", "C", "H", "C", "H", "C", "H", "H", "H", "H", "H", "S", "C", "C", "C", "H", "C", "P", "C", "C", "H", "H", "C", "H", "H", "H", "H", "C", "N", "H", "Co", "C", "H", "H", "H", "H", "H", "H", "H", "H", "C"],
  "positions_angstrom": [[6.1729, -1.4935, -0.8514], [-3.1483, -2.0221, -0.7113], [3.0777, -0.7991, -4.0886], [-1.1580, -3.6817, 3.6241], [0.5310, 0.6803, 4.9217], [-3.1011, -2.4044, 1.2540], [-1.2922, -3.6407, 2.5362], [4.4129, 1.2179, -0.5844], [5.4229, 0.7705, -0.5062], [0.0348, 1.8171, -0.5039], [-2.6035, 1.1525, 4.2697], [1.4524, -1.0945, 1.2650], [1.9842, -0.8886, -3.9620], [-0.7721, -3.4892, -0.2976], [3.5531, -1.7832, -3.9273], [0.5897, 2.9161, 3.7949], [-3.6965, 1.0704, 4.2953], [-1.0349, 0.9910, -0.9262], [-0.1870, 2.8428, 4.5602], [-3.9216, 2.0049, -5.7838], [4.0054, 1.2929, 0.4384], [0.4940, -0.1712, 4.2231], [-0.5311, -2.9533, 2.1296], [5.0551, 3.2665, -0.5327], [-1.1402, -1.5031, 4.9184], [-2.0296, -3.8305, -1.5291], [-0.5298, 2.6984, 1.9729], [4.5233, 2.6160, -1.2329], [3.2795, -0.4770, -5.1235], [-2.6634, -3.1537, 2.2992], [3.9940, -1.7395, -0.9145], [3.4414, -0.0883, -1.4107], [-3.8117, 1.4996, -3.0032], [-4.6127, 0.9948, -5.2540], [4.7487, 0.3687, -3.3043], [-5.1756, 0.3722, -5.9632], [3.6599, 0.2587, -3.1621], [-1.1423, -4.6586, 2.1502], [-2.5496, 1.0989, 2.1190], [0.6988, 3.9726, 3.5289], [-0.1504, 2.8147, -0.1042], [-2.4040, 1.5285, -0.8655], [-2.3675, 2.2171, 4.3120], [1.5414, -0.3735, 3.9293], [0.2298, 2.1361, 2.5328], [2.1492, 2.0058, -0.2951], [-1.8399, -3.7001, -0.4529], [3.2568, -2.4570, -1.3104], [-3.1600, 2.6370, -3.5910], [1.5457, 2.5904, 4.2170], [-2.4845, 2.5827, -0.5641], [-2.1345, -4.6122, 0.0757], [3.2138, 1.2529, -3.3397], [-3.1735, -2.9407, 3.1571], [-4.3226, -1.2006, 1.4462], [-4.6317, 0.7212, -3.8799], [1.3253, 1.3666, -0.5874], [-3.2088, 2.7975, -4.9859], [5.1040, 2.5979, -2.1640], [0.5849, -0.6952, -1.6341], [-0.3389, 0.3883, 2.6493], [1.6322, 0.0465, -1.0065], [-0.0416, -1.4300, 4.9154], [5.5991, -3.1697, -0.8779], [-2.6461, 3.6029, -5.4784], [-3.4642, 1.0119, -1.7054], [3.8493, -1.7561, 0.1796], [0.3875, -2.3282, 4.4511], [-5.2319, -0.1167, -3.5234], [1.1139, 2.0892, 1.8840], [-2.1185, 0.5256, 2.9792], [-2.6290, -2.5619, 0.0014], [-3.9165, -0.0071, -1.4406], [-3.3314, 0.3069, 0.1056], [5.4178, -2.1649, -1.2838], [3.5502, 3.0830, -1.4425], [0.8229, -1.6338, -2.1386], [-1.5397, -0.7992, -2.0215], [0.2905, -1.4316, 5.9682], [5.5424, -2.2092, -2.3750], [-2.5227, -0.5094, 2.9161], [-2.2151, 0.6504, 5.1604], [-2.5907, 3.3468, -2.9931], [-0.7234, -0.2335, -1.5473]]
}